[1]
DFT (ωB97M-V/def2-TZVPD) results for a structure of composition C14H30IMnO2P2Si at a distorted geometry.

The geometry in XYZ format:
```
51
Properties=species:S:1:pos:R:3:forces:R:3:nbo_charge:R:1
I 0.017 -2.385 -4.306 -0.44 -0.30 -1.00 0.1039
Mn -0.007 -0.302 0.111 -0.37 -2.52 -3.18 1.0009
P 1.171 1.186 -1.251 -0.07 1.97 -0.56 0.8222
P 0.285 -2.584 0.575 -0.48 -1.78 0.39 0.8289
Si -2.523 2.440 2.248 -1.26 1.69 0.48 1.5670
O 2.175 -2.206 -2.617 0.52 -1.03 -2.14 -0.5997
O 2.371 -0.045 1.766 -1.76 0.72 0.58 -0.3720
C 2.188 1.274 -2.736 0.23 -0.44 -0.25 -0.9215
C 1.335 -3.914 -0.125 0.30 0.47 -0.58 -0.9131
C 1.233 0.154 1.513 0.77 -0.34 -0.39 0.4973
C -1.106 1.536 1.447 4.76 -3.88 1.12 -0.1495
C -1.780 4.165 2.476 0.19 -0.74 -0.20 -1.0749
C -1.451 -2.874 -0.018 0.26 -0.04 0.05 -0.9505
C 2.036 -2.646 -3.763 1.68 1.20 3.30 0.4499
C -4.100 2.506 1.268 0.37 -0.46 -0.51 -1.1143
C 1.950 2.421 -0.160 0.37 -0.45 0.06 -0.9275
C 3.195 -3.231 -4.595 -0.76 -0.72 0.37 -0.7305
C -2.715 1.493 3.837 0.61 -0.40 -0.29 -1.0856
C -0.042 0.809 1.648 -2.54 4.47 2.61 -0.4277
C 0.351 -2.938 2.375 -0.06 0.50 -0.22 -0.9205
C -0.413 2.071 -1.606 0.33 -0.29 -0.29 -0.9297
H 4.148 -3.382 -4.035 -0.96 0.73 -0.04 0.2669
H 1.770 0.682 -3.552 -0.04 0.06 0.07 0.2691
H -0.627 -2.752 2.821 0.05 -0.13 0.08 0.2569
H -2.925 0.432 3.618 -0.12 0.41 0.27 0.2485
H 1.429 -4.788 0.536 -0.26 0.44 -0.09 0.2688
H -0.912 1.556 -2.432 -0.14 0.26 0.03 0.2593
H -2.124 -2.173 0.521 0.15 -0.50 -0.25 0.2338
H 0.699 -3.955 2.576 -0.20 0.20 -0.03 0.2727
H 2.171 3.333 -0.704 0.05 0.08 -0.09 0.2663
H 2.901 -4.257 -4.879 -0.07 0.50 -0.34 0.2641
H -0.805 4.071 2.988 -0.44 0.30 -0.10 0.2506
H -3.996 3.078 0.332 -0.11 -0.11 0.39 0.2621
H 2.863 1.980 0.238 0.18 0.26 -0.02 0.2615
H 3.173 0.863 -2.496 -0.07 0.02 -0.03 0.2743
H -3.540 1.951 4.391 0.11 -0.19 0.07 0.2785
H -1.774 1.546 4.411 -0.47 0.01 -0.02 0.2574
H -1.481 -2.648 -1.108 -0.06 -0.27 0.59 0.2569
H -4.830 3.000 1.920 -0.01 -0.09 -0.20 0.2782
H 2.321 -3.473 -0.300 -0.03 -0.24 0.06 0.2745
H 0.958 -4.221 -1.108 0.00 0.10 0.25 0.2658
H -0.222 3.124 -1.846 -0.16 -0.23 -0.02 0.2733
H 1.057 -2.218 2.798 0.02 -0.29 0.20 0.2471
H -1.634 4.654 1.498 -0.12 -0.04 0.48 0.2540
H -1.758 -3.920 0.164 -0.05 0.54 -0.13 0.2869
H 2.311 2.316 -3.048 -0.14 -0.12 0.10 0.2669
H -2.492 4.733 3.096 0.35 -0.02 -0.21 0.2759
H 1.299 2.640 0.679 -0.02 0.23 -0.01 0.2340
H -4.460 1.496 1.011 -0.05 0.41 0.17 0.2545
H -1.030 2.010 -0.695 -0.01 0.26 -0.52 0.2214
H 3.342 -2.610 -5.482 -0.03 -0.22 0.00 0.2667
```
Forces are in eV/Å.

Computed properties:
Spin multiplicity   5
HOMO-LUMO gap (alpha / beta)   0.2462 / 0.2280 Eh
HOMO (alpha / beta)   -14.725 / -14.721 eV
Charge   +2



[2]
DFT (ωB97M-V/def2-TZVPD) results for a cluster of 2 separate species, C4H10N3 in total at a distorted geometry.

The geometry in XYZ format:
```
17
Properties=species:S:1:pos:R:3:forces:R:3:nbo_charge:R:1
N 1.522 2.105 0.758 -1.29 2.03 -0.24 -0.7327
N 1.726 -0.197 0.308 -1.31 2.83 0.84 -0.0636
N 1.694 -1.380 -0.001 2.98 -5.82 -1.00 -0.5430
C -1.323 0.065 -0.611 1.42 0.56 -1.18 -0.1832
C 1.295 0.869 0.473 1.72 0.72 0.49 0.5952
C -0.815 -0.623 -1.626 -1.02 0.26 1.82 -0.3976
C -1.879 -0.371 0.657 0.19 0.79 1.70 -0.6589
H -0.844 -1.661 -1.557 0.01 -1.88 -0.47 0.1827
H 1.407 2.555 1.658 0.01 -0.73 0.42 0.4407
H -1.831 -1.440 0.755 -0.19 -0.52 0.26 0.2180
H -2.910 -0.017 0.723 -0.06 -0.24 0.18 0.2552
H -0.467 -0.126 -2.471 0.68 0.51 -1.37 0.2137
H -1.170 1.106 -0.755 -0.52 1.28 0.14 0.1798
H 1.329 2.789 0.036 0.12 -0.08 -0.31 0.4302
H 2.698 -1.762 0.019 -2.38 0.04 -0.26 0.4245
H -1.339 0.126 1.541 -0.69 -0.76 -1.10 0.2059
H 0.905 -2.037 0.095 0.32 0.99 0.09 0.4331
```
Forces are in eV/Å.

Computed properties:
Energy above the lowest of the compared OMol25 structures with the same formula, charge and spin   106.9 kcal per mole
HOMO-LUMO gap   0.3380 Eh
HOMO   -13.416 eV
Charge   +1



[3]
DFT (ωB97M-V/def2-TZVPD) results for a structure of composition C14H24BrN5O6Ti at a distorted geometry.

The geometry in XYZ format:
```
51
Properties=species:S:1:pos:R:3:forces:R:3:nbo_charge:R:1
Br 3.791 4.076 -0.475 -0.31 -0.11 0.05 0.0810
Ti -0.027 -0.728 0.118 -1.45 -0.87 1.27 1.5334
O -1.822 -3.022 -1.843 -0.86 -1.21 -1.21 -1.0245
O -2.610 -0.076 1.658 -0.49 -0.35 -0.64 -0.5821
O 2.668 -0.559 1.508 0.59 -0.17 -1.02 -0.5592
O -2.089 0.612 -1.645 1.07 -0.92 -0.18 -0.3071
O -3.290 -1.730 -0.200 -0.29 -0.62 -0.30 -0.9978
O 2.752 -0.865 -1.079 -1.57 -0.12 -0.76 -0.4396
N 1.472 -0.750 -1.307 1.49 0.27 -1.24 -0.1305
N 0.467 1.680 0.064 0.66 0.02 -0.35 -0.4597
N -1.249 -0.259 1.672 1.06 -0.04 0.78 -0.2978
N 1.313 -0.527 1.630 -1.04 0.33 1.77 -0.2598
N -0.999 -0.026 -1.583 -0.55 0.70 -0.98 -0.0971
C -1.162 -0.418 -3.978 0.17 0.19 -0.57 -0.6775
C -1.388 0.422 4.041 -0.10 0.06 0.51 -0.6680
C -0.303 3.931 0.293 0.40 -0.41 -0.10 -0.2367
C 0.991 4.417 0.079 -0.15 -0.54 0.02 -0.1881
C 1.001 -0.775 -2.596 0.15 -0.12 1.11 0.1757
C 2.012 3.495 -0.154 -0.43 -0.53 0.12 -0.1131
C -0.348 -0.385 -2.745 -0.44 -0.17 0.60 0.2097
C -0.522 2.551 0.263 0.13 0.54 0.09 0.0623
C 1.719 2.121 -0.147 -0.28 0.94 0.01 0.0227
C 0.791 -0.189 2.836 0.35 -0.18 -1.64 0.1548
C -0.265 -2.685 0.027 1.64 0.95 1.43 -1.2135
C 1.906 -1.209 -3.688 -0.01 0.10 -0.52 -0.6644
C -0.625 -0.028 2.856 -0.13 -0.22 -1.29 0.1493
C 1.645 0.023 4.030 0.16 0.12 0.45 -0.6662
H -1.037 -3.059 -1.063 -0.11 0.61 -0.18 0.4420
H 2.788 -0.559 -3.735 -0.12 -0.20 0.07 0.2493
H -2.457 0.271 3.874 0.24 0.03 0.09 0.2566
H 0.696 -3.207 -0.100 -0.15 -0.15 -0.06 0.2238
H 1.344 0.938 4.554 0.11 -0.15 -0.05 0.2234
H -1.146 4.583 0.480 0.15 0.10 -0.05 0.2325
H -2.060 -3.950 -2.032 -0.01 0.61 -0.03 0.4698
H -3.907 -2.342 0.231 0.29 0.19 -0.20 0.4781
H 1.387 -1.164 -4.651 0.22 -0.04 0.21 0.2250
H -0.544 -0.626 -4.852 -0.17 0.05 0.05 0.2195
H 2.809 -0.696 0.484 0.00 -0.05 1.42 0.4979
H 2.506 1.395 -0.338 -0.24 0.12 0.13 0.2309
H -2.759 -2.291 -0.894 -0.39 0.42 0.49 0.5224
H -1.214 1.489 4.240 -0.06 -0.14 -0.02 0.2233
H 1.521 -0.812 4.734 0.07 0.15 -0.09 0.2302
H -1.916 -1.211 -3.880 0.13 0.17 0.09 0.2726
H -1.525 2.145 0.395 0.25 -0.01 0.01 0.2378
H 2.702 0.093 3.763 -0.27 -0.02 0.00 0.2523
H -1.677 0.539 -4.119 0.04 -0.22 0.04 0.2516
H -1.072 -0.130 4.933 -0.09 0.10 -0.08 0.2250
H -2.927 -0.667 0.871 0.40 0.55 0.76 0.5159
H 2.245 -2.241 -3.526 -0.04 0.31 0.09 0.2518
H 1.219 5.473 0.086 -0.08 0.06 0.01 0.2356
H -0.802 -3.067 0.907 0.07 -0.09 -0.13 0.2264
```
Forces are in eV/Å.

Computed properties:
Spin multiplicity   3
Energy above the lowest of the compared OMol25 structures with the same formula, charge and spin   0.6 kcal per mole
HOMO-LUMO gap (alpha / beta)   0.1796 / 0.1959 Eh
HOMO (alpha / beta)   -6.056 / -7.047 eV



Number 1: DFT total energy -3122.12751 hartree. Number 2: DFT total energy -322.29029 hartree. Number 3: DFT total energy -4696.31116 hartree.